{
  "formula": "C38H38MnN7O5",
  "method": "the ωB97M-V functional and the def2-TZVPD basis",
  "symbols": ["Mn", "C", "O", "C", "C", "C", "C", "C", "C", "N", "C", "N", "C", "C", "C", "C", "C", "C", "O", "C", "N", "C", "C", "C", "C", "C", "C", "O", "C", "H", "H", "H", "H", "H", "H", "H", "H", "H", "H", "H", "H", "H", "H", "H", "H", "H", "H", "H", "H", "H", "H", "O", "N", "O", "C", "C", "C", "C", "C", "C", "N", "C", "C", "N", "C", "C", "C", "C", "H", "H", "H", "H", "H", "H", "H", "C", "C", "C", "C", "N", "H", "H", "H", "H", "H", "H", "H", "H", "H"],
  "positions_angstrom": [[0.32601, 1.30890, 0.30939], [-4.90609, -3.56065, 0.37430], [-3.73407, -3.93275, 1.12100], [-2.68749, -4.41006, 0.37859], [-2.76587, -5.58938, -0.33716], [-1.65118, -6.06200, -1.01630], [-0.45448, -5.36537, -0.94115], [-0.37578, -4.19015, -0.20462], [-1.49554, -3.68666, 0.42964], [-1.50676, -2.52383, 1.23650], [-0.69250, -1.41317, 1.30085], [-0.54743, -1.00834, 2.57197], [0.05488, 0.15700, 3.10590], [0.45380, 1.22903, 2.33965], [1.02330, 2.30566, 3.02701], [1.21431, 2.30349, 4.39735], [0.80689, 1.20711, 5.14777], [0.21077, 0.14890, 4.50019], [-0.20598, -0.96934, 5.17809], [-1.24516, -0.73444, 6.14074], [-0.19702, -0.73984, 0.28099], [-0.66805, -1.08685, -1.03347], [-2.03720, -1.05723, -1.31519], [-2.53466, -1.35823, -2.57237], [-1.64919, -1.69111, -3.59269], [-0.29083, -1.68154, -3.33859], [0.20810, -1.37810, -2.07924], [1.57299, -1.23752, -2.01558], [2.36798, -1.99868, -1.10635], [-5.74068, -3.55137, 1.06810], [-5.10863, -4.27439, -0.42312], [-4.78167, -2.56928, -0.06187], [-3.69841, -6.14533, -0.34495], [-1.71246, -6.98772, -1.57736], [0.43263, -5.74987, -1.43405], [0.56100, -3.67605, -0.08218], [-2.20854, -2.58397, 1.95322], [-0.79368, -1.66940, 3.28529], [1.34278, 3.17801, 2.46450], [1.68335, 3.15091, 4.88586], [0.95754, 1.17014, 6.22191], [-1.27699, -1.60212, 6.79036], [-2.21117, -0.61168, 5.64627], [-1.03685, 0.15479, 6.73375], [-2.70693, -0.75735, -0.51789], [-3.60463, -1.32515, -2.75601], [-2.01635, -1.94239, -4.58221], [0.42541, -1.90854, -4.12313], [3.38144, -1.61196, -1.19766], [2.38294, -3.05037, -1.38670], [2.03895, -1.88528, -0.07447], [6.90833, 1.64896, -2.63589], [5.98519, 1.60237, -3.41833], [6.12946, 1.56231, -4.61931], [4.58570, 1.62411, -2.88393], [3.63459, 1.74672, -3.81585], [2.25165, 1.75900, -3.47080], [1.23060, 1.86145, -4.42622], [-0.07181, 1.80084, -4.01448], [-0.34230, 1.65635, -2.65129], [0.60133, 1.58538, -1.74038], [1.88753, 1.61960, -2.14164], [2.89591, 1.48252, -1.12909], [2.43761, 1.30909, 0.13933], [3.31434, 1.16384, 1.10423], [4.68915, 1.20568, 0.87583], [5.16817, 1.36955, -0.39270], [4.25898, 1.49854, -1.46879], [3.93101, 1.81565, -4.85427], [1.48756, 1.98153, -5.47341], [-0.89532, 1.86135, -4.71540], [-1.36027, 1.59952, -2.29130], [2.91649, 1.01052, 2.09558], [5.36546, 1.10790, 1.71608], [6.22502, 1.38797, -0.57506], [-1.19379, 4.67054, 1.46278], [-1.73721, 3.55985, 0.55050], [-1.98669, 4.11664, -0.85565], [-3.03601, 2.98605, 1.13168], [-0.76711, 2.51196, 0.44003], [-1.90033, 5.50394, 1.48280], [-0.23144, 5.03324, 1.08965], [-1.06114, 4.29639, 2.47972], [-2.55413, 5.04197, -0.77005], [-2.56194, 3.40889, -1.46000], [-1.04122, 4.33335, -1.36334], [-3.80936, 3.75877, 1.14507], [-2.87043, 2.63484, 2.15493], [-3.38641, 2.14635, 0.52411]],
  "lowdin_spin": [1.710, 0.000, 0.000, 0.000, 0.000, 0.001, 0.000, 0.001, 0.000, 0.003, 0.009, 0.006, -0.005, -0.064, -0.001, -0.001, 0.006, -0.002, -0.001, 0.000, 0.009, 0.002, 0.000, 0.000, -0.001, 0.000, -0.001, 0.000, 0.000, 0.000, 0.000, 0.000, 0.000, 0.000, 0.000, 0.000, 0.000, 0.000, 0.001, 0.000, 0.000, 0.000, 0.000, 0.000, 0.000, 0.000, 0.000, 0.000, 0.000, 0.000, 0.000, 0.000, 0.000, 0.000, 0.000, -0.002, 0.000, 0.004, 0.000, 0.002, -0.016, 0.001, 0.006, 0.007, 0.012, -0.001, 0.010, 0.000, 0.000, 0.000, 0.000, 0.000, 0.000, 0.000, 0.001, -0.016, -0.042, -0.031, -0.013, -0.590, -0.002, 0.000, 0.000, -0.004, 0.000, 0.000, -0.001, 0.000, 0.000],
  "total_charge": 1,
  "e_homo_ev": [-10.4, -10.5],
  "e_above_lowest_kj_mol": 0.0,
  "s2": 1.241,
  "fmax_ha_per_bohr": 0.0184,
  "spin_multiplicity": 2,
  "orbital_gap_ha": [0.2547, 0.2559]
}



{
  "formula": "C38H38N5OSSnTe",
  "method": "the ωB97M-V functional and the def2-TZVPD basis",
  "symbols": ["Sn", "N", "C", "S", "N", "N", "C", "C", "C", "C", "C", "C", "C", "C", "C", "C", "C", "C", "N", "H", "H", "H", "H", "H", "H", "H", "H", "H", "H", "H", "C", "C", "C", "C", "C", "C", "Te", "N", "C", "O", "C", "C", "C", "C", "C", "C", "C", "C", "C", "C", "C", "C", "C", "C", "C", "C", "C", "C", "H", "H", "H", "H", "H", "H", "H", "H", "H", "H", "H", "H", "H", "H", "H", "H", "H", "H", "H", "H", "H", "H", "H", "H", "H", "H", "H"],
  "positions_angstrom": [[-17.86057, -0.97617, 16.86703], [-21.79130, -0.37210, 18.84897], [-20.58344, -0.75134, 18.45112], [-19.45888, 0.50805, 17.93345], [-20.29376, -2.03003, 18.50292], [-19.00251, -2.34143, 18.18139], [-18.59419, -3.57720, 18.39009], [-19.45582, -4.64267, 18.93828], [-20.72688, -4.89835, 18.42753], [-21.50051, -5.85544, 19.02607], [-20.95377, -6.59986, 20.05791], [-19.68202, -6.37522, 20.57082], [-18.92603, -5.38536, 20.00892], [-17.19857, -3.83687, 17.97421], [-16.61748, -5.08884, 18.04878], [-15.30001, -5.27354, 17.66413], [-14.60935, -4.23379, 17.08828], [-15.28461, -3.00634, 16.94185], [-16.52298, -2.81450, 17.41887], [-22.13274, 0.56614, 18.70944], [-22.39959, -1.10051, 19.17738], [-21.05158, -4.30515, 17.60425], [-22.47782, -6.11204, 18.62099], [-21.55520, -7.35369, 20.51797], [-19.25732, -6.96557, 21.38693], [-17.93172, -5.11369, 20.36053], [-17.20477, -5.90788, 18.38375], [-14.86953, -6.27677, 17.77599], [-13.57710, -4.32286, 16.79123], [-14.77038, -2.15945, 16.48442], [-13.93987, 2.40407, 8.86732], [-14.67713, 2.08018, 10.13837], [-14.88473, 3.05509, 11.11164], [-15.48126, 2.80586, 12.31832], [-15.56442, 3.89999, 13.37405], [-15.88216, 1.45471, 12.52743], [-16.69220, 0.95888, 14.37212], [-15.16774, 1.38968, 15.56717], [-15.30746, 0.99369, 16.80667], [-16.38198, 0.39859, 17.28291], [-14.30340, 1.32653, 17.80088], [-13.21092, 2.12525, 17.44152], [-12.33074, 2.51409, 18.40597], [-12.49030, 2.15923, 19.73982], [-13.59314, 1.36835, 20.11109], [-14.49734, 0.95526, 19.16008], [-18.21853, 2.37545, 14.84013], [-18.15185, 3.29764, 15.86396], [-16.92547, 3.82337, 16.64269], [-19.35423, 3.96643, 16.15967], [-20.53832, 3.75143, 15.44244], [-21.77035, 4.55516, 15.79528], [-20.49567, 2.83712, 14.40347], [-19.35118, 2.12195, 14.07173], [-19.36275, 1.19455, 12.86843], [-15.70352, 0.42103, 11.58833], [-16.16228, -1.01865, 11.71257], [-15.10884, 0.79255, 10.38210], [-14.48414, 3.10792, 8.20054], [-13.78809, 1.46501, 8.29808], [-12.94994, 2.83814, 9.03757], [-14.51721, 4.05748, 10.90799], [-15.14466, 4.81474, 12.91444], [-14.97992, 3.63548, 14.27081], [-16.57025, 4.11485, 13.74592], [-13.07744, 2.44151, 16.41843], [-11.49841, 3.14738, 18.15917], [-11.76405, 2.42838, 20.48974], [-13.75141, 1.12235, 21.15900], [-15.36728, 0.38631, 19.49665], [-15.99128, 3.26908, 16.56847], [-17.14033, 3.90760, 17.72346], [-16.76720, 4.84911, 16.32153], [-19.31673, 4.73078, 16.92595], [-21.60476, 5.15644, 16.66353], [-22.63864, 3.91488, 15.99749], [-22.03181, 5.21859, 14.96279], [-21.37240, 2.62376, 13.78386], [-20.29057, 1.39067, 12.26770], [-19.43598, 0.15327, 13.20973], [-18.49632, 1.33387, 12.23309], [-15.98614, -1.42522, 12.67064], [-15.64200, -1.62468, 10.95592], [-17.22921, -1.06416, 11.55964], [-14.95525, 0.05562, 9.65035]],
  "lowdin_spin": [0.380, -0.002, 0.005, 0.174, 0.014, 0.026, 0.041, 0.004, 0.005, 0.001, 0.005, 0.000, 0.004, 0.008, 0.012, 0.005, 0.007, 0.016, 0.079, 0.000, 0.000, 0.000, 0.000, 0.000, 0.000, 0.000, 0.001, 0.000, 0.000, 0.001, 0.000, -0.001, 0.002, 0.005, 0.001, 0.025, 0.077, 0.016, 0.003, 0.074, 0.002, 0.000, 0.000, -0.001, 0.000, 0.000, 0.003, 0.000, 0.000, 0.001, 0.000, 0.000, 0.000, 0.000, 0.001, 0.001, 0.001, 0.000, 0.000, 0.000, 0.000, 0.000, 0.000, 0.000, 0.000, 0.000, 0.000, 0.000, 0.000, 0.000, 0.000, 0.000, 0.000, 0.000, 0.000, 0.000, 0.000, 0.000, 0.000, 0.000, 0.000, 0.000, 0.000, 0.000, 0.000],
  "total_charge": 2,
  "e_homo_ev": [-13.4, -13.6],
  "s2": 0.759,
  "fmax_ha_per_bohr": 0.0305,
  "spin_multiplicity": 2,
  "orbital_gap_ha": [0.2637, 0.1990]
}